ORCA calculation (ωB97M-V with the def2-TZVPD basis set) on C2H10BrO4Pt as an isolated structure at a distorted geometry.

```
! wB97M-V def2-TZVPD RIJCOSX def2/J DEFGRID3
* xyz 0 4
Pt 0.295 0.723 -3.179
Br -1.005 0.020 -0.856
C 1.812 1.629 1.324
C 2.751 0.453 0.956
O 1.960 -0.742 0.603
O 0.797 1.128 2.120
H 1.410 2.107 0.430
H 2.237 2.447 1.906
H 3.503 0.369 1.741
H 3.345 0.677 0.070
H 1.325 -0.400 -0.030
H 0.401 0.509 1.503
O -4.222 -0.087 0.240
H -3.399 -0.034 -0.246
H -4.387 -1.026 0.330
O -2.206 -2.612 -2.688
H -2.244 -1.826 -2.142
H -2.374 -3.333 -2.082
*
```

Computed properties:
**HOMO (alpha / beta)**: -9.810 / -10.167 eV
**Kohn-Sham gap (alpha / beta)**: 9.5 / 5.7 eV